Version i
The molecule C18H22N2O2. Source: the Open Molecules 2025 dataset; level of theory: the ωB97M-V functional and the def2-TZVPD basis.

Geometry (Å):
H: -4.384 -1.756 1.698
H: 4.805 0.267 -1.452
O: -3.423 -1.790 -0.139
C: -2.033 1.439 0.960
C: 1.991 1.475 -0.041
C: -4.590 -1.959 0.640
C: -1.638 -0.524 -0.936
H: 4.371 -2.630 2.008
H: 3.377 2.217 -1.493
C: -0.977 1.556 0.065
H: -6.979 -0.875 -1.628
H: -2.188 2.221 1.688
H: 1.699 3.506 -0.222
C: -2.874 0.342 0.934
H: 4.865 -3.818 0.790
H: 2.261 -1.492 1.527
H: 5.580 -1.760 -1.730
H: 0.866 0.473 1.482
N: 4.422 -1.952 0.000
C: 1.714 0.417 0.818
C: -0.139 2.785 0.096
H: -6.600 -1.244 0.833
C: 4.196 -2.983 0.984
H: -0.004 0.652 -1.624
N: 1.201 2.634 -0.087
H: 6.362 -1.146 -0.256
H: -4.832 -3.021 0.535
H: -3.673 0.283 1.657
H: 6.197 -2.888 -0.527
H: -5.333 -1.431 -1.944
C: 2.518 -0.703 0.841
C: -6.180 -1.517 -1.268
H: -6.529 -2.547 -1.283
C: -5.765 -1.113 0.142
C: 3.126 1.393 -0.840
C: -2.683 -0.656 -0.016
H: -5.480 -0.059 0.146
C: -0.797 0.564 -0.897
C: 3.647 -0.814 0.015
H: -1.512 -1.298 -1.677
C: 5.706 -1.927 -0.658
O: -0.620 3.896 0.231
H: 3.172 -3.354 0.912
C: 3.938 0.278 -0.814

The LUMO energy comes out at 0.746 eV. As for the total charge: 0. As for the structure (SMILES): CCCOc1ccc(C(=O)Nc2ccc(N(C)C)cc2)cc1. The HOMO-LUMO gap is 8.1 eV.


Version ii
The molecule C18H22N2O2. Source: the Open Molecules 2025 dataset; level of theory: the ωB97M-V functional and the def2-TZVPD basis.

Geometry (Å):
C: -0.701 -4.000 0.189
C: 2.358 -0.875 -0.022
H: 3.157 -0.248 0.368
H: 2.025 -0.344 -0.957
H: -2.172 -2.479 -0.169
H: 4.055 3.045 2.833
C: -1.399 -1.806 -2.667
C: -1.975 1.745 -1.350
C: -0.235 -0.514 2.452
O: -0.698 2.074 0.651
H: -0.609 0.776 -2.757
C: -0.994 2.683 -0.635
H: -1.064 -4.171 1.202
H: -2.845 -0.220 -2.979
H: 2.756 -1.866 -0.200
C: 2.429 3.842 1.622
C: -1.197 0.528 -1.873
C: -1.782 -3.361 -0.689
H: -2.743 1.453 -0.649
C: -1.208 -2.997 -2.010
H: -0.599 -3.666 -2.538
C: 3.118 2.856 2.338
H: -0.076 2.787 -1.264
C: 1.301 1.314 1.857
C: 0.544 2.332 1.198
C: 1.150 3.604 1.138
H: -0.481 0.122 -1.117
H: -0.434 -4.964 -0.279
H: -0.835 0.030 3.212
H: -0.859 -1.738 -3.611
H: 0.641 4.441 0.630
H: -2.604 -4.050 -0.839
C: 0.381 -2.063 1.078
C: -2.188 -0.583 -2.185
H: -2.786 -0.783 -1.335
H: 3.113 0.739 2.952
C: 0.864 -0.040 1.822
H: -1.499 3.647 -0.483
O: 0.474 -3.169 0.282
C: 2.560 1.572 2.441
N: 1.260 -1.021 0.958
H: -2.491 2.288 -2.176
H: 2.851 4.872 1.589
N: -0.563 -1.793 1.974

The LUMO energy comes out at 0.839 eV. As for the total charge: 0. As for the structure (SMILES): Cn1c2cnc1OCC/C=C\CCCCOc1ccccc1-2. The HOMO-LUMO gap is 8.6 eV.


The structure with the most favorable energy is version i; the runner-up is 0.0579 hartree above it.


Version i
A cluster of 2 separate species, C11H14N2 in total. Source: the Open Molecules 2025 dataset; level of theory: the ωB97M-V functional and the def2-TZVPD basis.

Geometry (Å):
H: -0.134 1.841 -3.278
C: 0.941 -3.167 -1.041
H: -0.869 -1.220 0.770
H: 1.502 1.718 -1.500
H: 1.221 -3.662 -1.955
H: -0.522 -1.655 -1.621
C: 1.063 2.161 0.500
C: -1.242 2.338 1.111
C: 0.687 1.917 -0.813
H: -2.025 2.320 1.858
N: 0.011 -2.190 -0.957
H: 1.853 -2.567 2.850
C: -0.637 2.026 -1.219
H: -1.412 3.005 -2.935
H: 0.053 -2.561 3.088
C: 0.733 -2.707 1.044
H: 0.344 2.482 2.519
C: 0.888 -2.950 2.510
H: -2.620 2.307 -0.554
H: 2.092 2.257 0.838
C: -0.115 -1.881 0.384
N: 1.416 -3.487 0.126
H: -1.700 1.222 -2.969
C: 0.097 2.284 1.482
C: -1.021 2.024 -2.676
C: -1.597 2.170 -0.220
H: 0.993 -4.026 2.660

The LUMO energy comes out at 0.709 eV. As for the total charge: 0. As for the structure (SMILES): Cc1c[nH]cn1.Cc1ccccc1. The HOMO-LUMO gap is 9.2 eV.


Version ii
A cluster of 2 separate species, C11H14N2 in total. Source: the Open Molecules 2025 dataset; level of theory: the ωB97M-V functional and the def2-TZVPD basis.

Geometry (Å):
C: 1.364 -3.511 -0.801
H: -2.644 1.179 0.100
C: -0.009 2.856 -2.355
H: 1.703 4.606 -0.015
H: -1.907 -3.210 1.218
H: 1.912 -3.795 -1.675
C: 0.942 3.669 -1.727
H: -1.042 -3.682 2.810
H: 3.010 -2.655 0.049
H: -1.527 1.485 -2.121
H: -2.008 1.844 1.678
N: 2.018 -2.721 0.119
H: -0.117 2.830 -3.426
N: 0.203 -3.932 -0.334
C: -0.902 2.156 -1.544
C: 0.140 -3.401 0.940
C: -0.101 3.358 0.377
C: -1.086 -3.721 1.723
C: 1.219 -2.673 1.266
H: -1.216 0.541 0.779
H: -0.284 3.642 1.411
H: -1.215 -4.809 1.623
C: -1.768 1.479 0.682
H: 1.747 4.120 -2.290
H: 1.591 -2.043 2.051
C: 0.889 3.994 -0.372
C: -0.913 2.396 -0.168

The LUMO energy comes out at 0.814 eV. As for the total charge: 0. As for the structure (SMILES): Cc1c[nH]cn1.Cc1ccccc1. The HOMO-LUMO gap is 9.6 eV.


The structure with the most favorable energy is version i; the runner-up is 0.0207 hartree above it.


Version i
A cluster of 2 separate species, C3H5N in total. Source: the Open Molecules 2025 dataset; level of theory: the ωB97M-V functional and the def2-TZVPD basis.

Geometry (Å):
C: 1.729 0.104 0.166
C: -2.154 -0.176 -0.079
H: -2.086 -0.278 0.903
H: 2.820 -1.417 0.663
H: -2.257 0.725 -0.641
H: 0.351 1.766 -0.271
N: 2.276 -0.951 -0.046
H: -1.874 -0.978 -0.667
C: 1.194 1.204 -0.027

As for the spin multiplicity: 3. As for the expectation value of S²: 2.023. The LUMO energy (spin up / spin down) comes out at 1.022 / -1.448 eV. As for the total charge: 0. The HOMO-LUMO gap (spin up / spin down) is 9.9 / 7.6 eV.


Version ii
A cluster of 2 separate species, C3H5N in total. Source: the Open Molecules 2025 dataset; level of theory: the ωB97M-V functional and the def2-TZVPD basis.

Geometry (Å):
H: 1.178 0.750 2.364
H: 0.908 -1.399 -0.699
H: 0.203 -0.042 -1.761
C: 0.165 0.885 2.040
N: -0.672 -0.383 1.930
H: -0.270 1.864 2.405
C: -0.323 0.176 0.883
C: 0.047 -1.066 -1.365
H: -1.007 -1.415 -1.342

As for the spin multiplicity: 3. As for the expectation value of S²: 2.010. The LUMO energy (spin up / spin down) comes out at 1.112 / -2.093 eV. As for the total charge: 0. The HOMO-LUMO gap (spin up / spin down) is 9.1 / 9.2 eV.


The structure with the most favorable energy is version i; the runner-up is 0.0311 hartree above it.


Version i
The ion CH3N2OS with charge +1. Source: the Open Molecules 2025 dataset; level of theory: the ωB97M-V functional and the def2-TZVPD basis.

Geometry (Å):
H: -1.017 -0.131 -0.137
H: 0.830 -1.873 0.609
O: 1.886 1.187 0.025
C: -0.013 -0.020 -0.039
S: 2.534 -0.465 0.004
N: 0.888 -0.978 0.160
N: 0.518 1.215 -0.066
H: -0.075 2.006 0.145

The LUMO energy comes out at -5.716 eV. As for the total charge: +1. As for the structure (SMILES): C1=[NH+]OSN1. The HOMO-LUMO gap is 8.1 eV.


Version ii
The ion CH3N2OS with charge +1. Source: the Open Molecules 2025 dataset; level of theory: the ωB97M-V functional and the def2-TZVPD basis.

Geometry (Å):
N: 0.430 -1.228 -0.488
S: -0.884 -1.738 -2.684
C: -0.116 0.035 -0.143
H: 0.330 0.523 0.789
O: 0.264 -1.935 -1.650
H: -1.739 1.245 -0.593
H: 1.369 -1.367 -0.104
N: -1.051 0.535 -0.787

The LUMO energy (spin up / spin down) comes out at -8.327 / -7.894 eV. As for the total charge: +1. The HOMO-LUMO gap (spin up / spin down) is 6.5 / 7.3 eV.


The structure with the most favorable energy is version i; the runner-up is 0.0671 hartree above it.


Version i
A structure of composition C2H5NS2. Source: the Open Molecules 2025 dataset; level of theory: the ωB97M-V functional and the def2-TZVPD basis.

Geometry (Å):
C: -0.709 -0.533 -0.116
H: -0.983 1.057 1.434
H: 0.717 0.028 -1.542
S: -1.504 -1.996 0.511
N: -0.125 -0.685 -1.422
C: -0.159 0.443 0.945
H: 2.496 1.373 -0.112
H: -0.694 -1.279 -1.955
H: 0.082 -0.356 1.741
S: 0.878 1.949 0.514

The LUMO energy comes out at -0.702 eV. As for the total charge: 0. The HOMO-LUMO gap is 7.8 eV.


Version ii
The molecule C2H5NS2. Source: the Open Molecules 2025 dataset; level of theory: the ωB97M-V functional and the def2-TZVPD basis.

Geometry (Å):
C: -1.355 0.444 1.082
H: 0.399 -1.959 -1.927
H: 1.587 0.696 -1.475
S: -0.841 0.461 -1.073
N: -0.299 0.322 1.648
S: 1.492 -1.507 -1.191
H: 0.954 0.509 0.202
H: -2.492 0.527 0.930
C: 0.898 0.148 -0.891
H: -0.343 0.360 2.694

The LUMO energy comes out at 0.634 eV. As for the total charge: 0. As for the structure (SMILES): [H]/N=C/SCS. The HOMO-LUMO gap is 9.2 eV.


The structure with the most favorable energy is version ii; the runner-up is 0.0247 hartree above it.


Version i
The molecule C2H5NS2. Source: the Open Molecules 2025 dataset; level of theory: the ωB97M-V functional and the def2-TZVPD basis.

Geometry (Å):
S: -2.750 0.231 -0.010
C: 2.889 0.796 0.102
H: 3.889 0.413 0.052
C: 0.163 0.269 -0.204
H: 0.584 1.395 -0.353
H: -3.244 -0.982 -0.085
N: -1.022 -0.291 0.224
H: 2.667 1.392 1.018
S: 1.631 -0.717 -0.033
H: 2.834 1.201 -0.893

The LUMO energy comes out at 0.464 eV. As for the total charge: 0. As for the structure (SMILES): CS/C=N/S. The HOMO-LUMO gap is 9.0 eV.


Version ii
A cluster of 2 separate species, C2H5NS2 in total. Source: the Open Molecules 2025 dataset; level of theory: the ωB97M-V functional and the def2-TZVPD basis.

Geometry (Å):
H: -0.133 0.089 -1.646
H: -0.533 -1.985 1.589
S: -2.331 -0.458 -0.766
N: 0.720 -0.208 0.940
H: -2.493 0.040 0.504
H: 2.258 0.953 0.204
S: 1.129 0.232 -1.751
C: -0.070 -1.110 0.973
C: 1.120 0.812 -0.008
H: 0.333 1.635 -0.039

The LUMO energy (spin up / spin down) comes out at -1.230 / -1.348 eV. As for the total charge: 0. The HOMO-LUMO gap (spin up / spin down) is 7.0 / 6.8 eV.


The structure with the most favorable energy is version i; the runner-up is 0.0463 hartree above it.